# 1
54
Properties=species:S:1:pos:R:3 method="wB97M-V/def2-TZVPD" s_squared=6.022 charge=+1 homo_ev="-9.69 / -10.12" spin_multiplicity=5
Rh 0.24 -0.04 -0.21
O 0.76 -0.26 -2.34
N 1.97 -0.61 -2.71
C 2.12 -1.21 -3.90
C 3.33 -1.68 -4.32
C 4.46 -1.49 -3.52
C 4.31 -0.82 -2.33
C 3.04 -0.39 -1.90
S 2.85 0.34 -0.36
H 1.21 -1.32 -4.47
H 3.39 -2.20 -5.26
H 5.42 -1.85 -3.83
H 5.14 -0.62 -1.68
Se 0.11 -2.52 7.27
N -0.58 -1.15 6.43
C -0.24 -1.20 5.16
C -0.61 -0.22 4.17
C -1.41 0.89 4.47
C -1.69 1.79 3.47
C -1.13 1.58 2.21
N -0.40 0.53 1.90
C -0.15 -0.39 2.85
C 0.58 -1.58 2.47
N 0.85 -1.76 1.17
C 1.51 -2.84 0.79
C 1.98 -3.80 1.68
C 1.70 -3.65 3.03
C 0.98 -2.53 3.44
C 0.57 -2.32 4.80
N 0.86 -3.13 5.80
H -1.80 1.01 5.47
H -2.31 2.66 3.64
H -1.29 2.30 1.41
H 1.69 -2.96 -0.27
H 2.53 -4.65 1.32
H 2.03 -4.36 3.77
C -3.90 2.23 -0.38
C -4.07 0.79 -0.87
C -2.88 0.03 -0.64
N -1.91 -0.55 -0.44
H -4.75 2.83 -0.69
H -3.00 2.68 -0.79
H -3.83 2.26 0.71
H -4.27 0.78 -1.94
H -4.90 0.31 -0.35
Te 0.56 2.66 -0.90
C -0.44 2.85 -2.72
C -0.31 3.88 -3.62
C -1.17 3.78 -4.72
C -1.97 2.67 -4.65
S -1.65 1.72 -3.26
H 0.40 4.69 -3.48
H -1.21 4.49 -5.52
H -2.72 2.36 -5.35


# 2
56
Properties=species:S:1:pos:R:3 method="wB97M-V/def2-TZVPD" de_lowest_kcal_mol=0.0 charge=0 homo_ev=-9.08
Co -1.36 -0.26 0.58
C -1.51 1.58 4.35
C -2.14 0.60 5.10
C -2.45 -0.62 4.51
C -2.14 -0.82 3.18
N -1.54 0.15 2.46
C -1.23 1.32 3.02
C -2.32 -2.06 2.41
C -2.84 -3.24 2.93
C -2.92 -4.36 2.12
C -2.49 -4.30 0.80
C -1.97 -3.11 0.28
C -1.89 -1.99 1.08
H -1.25 2.54 4.77
H -2.39 0.78 6.14
H -2.94 -1.40 5.08
H -0.76 2.06 2.38
H -3.18 -3.30 3.96
H -3.33 -5.29 2.51
H -2.55 -5.18 0.17
H -1.64 -3.07 -0.75
F -2.51 3.02 1.01
B -1.43 3.05 0.15
F -0.91 1.64 0.09
F -0.38 3.79 0.65
F -1.77 3.37 -1.14
C 2.50 -1.38 1.71
C 1.13 -1.23 1.68
N 0.52 -0.60 0.67
C 1.24 -0.10 -0.34
C 2.63 -0.20 -0.39
C 3.25 -0.86 0.67
C 3.41 0.36 -1.50
C 2.91 1.02 -2.54
C 3.75 1.57 -3.61
C 3.18 2.29 -4.65
C 4.04 2.78 -5.62
N 5.35 2.57 -5.58
C 5.79 1.87 -4.55
N 5.07 1.35 -3.56
H 2.96 -1.89 2.54
H 0.49 -1.62 2.46
H 0.68 0.38 -1.12
H 4.33 -0.96 0.67
H 4.48 0.22 -1.45
H 1.85 1.21 -2.64
H 2.12 2.48 -4.69
H 3.66 3.35 -6.46
H 6.86 1.69 -4.50
Cl -2.14 0.30 -4.03
C -3.26 0.26 -2.66
C -2.59 -0.09 -1.36
O -3.18 0.16 -0.28
O -1.43 -0.60 -1.29
H -4.03 -0.48 -2.87
H -3.73 1.23 -2.55


# 3
56
Properties=species:S:1:pos:R:3 method="wB97M-V/def2-TZVPD" de_lowest_kcal_mol=72.1 s_squared=6.044 charge=+2 homo_ev="-13.68 / -13.64" spin_multiplicity=5
Ru 0.66 -0.07 0.75
N 0.17 1.24 4.64
C -1.11 1.07 5.16
C -1.32 1.16 6.53
C -2.60 1.01 7.02
C -3.69 0.77 6.16
C -3.50 0.68 4.81
C -2.20 0.82 4.30
S -1.98 0.66 2.63
N -0.36 0.77 2.42
C 0.51 1.07 3.36
C 1.92 1.22 2.92
C 2.96 1.55 3.75
C 4.23 1.71 3.21
C 4.41 1.53 1.85
C 3.32 1.16 1.07
N 2.10 1.00 1.59
H 0.90 1.46 5.30
H -0.49 1.35 7.20
H -2.77 1.07 8.09
H -4.69 0.66 6.57
H -4.33 0.49 4.14
H 2.82 1.70 4.82
H 5.07 1.97 3.85
H 5.38 1.65 1.39
H 3.41 0.98 0.01
F 1.12 -3.89 1.36
B 0.96 -2.58 1.28
F 0.97 -1.86 2.52
F -0.28 -2.16 0.63
F 1.97 -1.88 0.48
S 0.49 2.50 -3.68
P -0.11 0.62 -3.39
S -0.15 0.52 -1.34
C 1.01 -0.60 -4.03
C 1.70 -1.49 -3.21
C 2.52 -2.45 -3.78
C 2.64 -2.52 -5.16
C 1.94 -1.64 -5.98
C 1.12 -0.68 -5.42
C -1.75 0.28 -3.96
C -2.48 1.23 -4.67
C -3.73 0.91 -5.16
C -4.26 -0.36 -4.94
C -3.53 -1.31 -4.23
C -2.28 -1.00 -3.74
H 1.60 -1.44 -2.13
H 3.06 -3.15 -3.15
H 3.28 -3.28 -5.61
H 2.04 -1.70 -7.06
H 0.57 0.00 -6.06
H -2.07 2.22 -4.84
H -4.30 1.64 -5.72
H -5.24 -0.61 -5.32
H -3.94 -2.30 -4.06
H -1.70 -1.74 -3.20


no.,E_tot (hartree)
1,-4905.247667
2,-3563.045648
3,-3144.985267